This record from the OMol25 dataset describes C40H40CrN8O7S3 as an isolated structure. The level of theory is the ωB97M-V functional and the def2-TZVPD basis.

XYZ file:
```
99
Properties=species:S:1:pos:R:3:forces:R:3
Cr -0.714 -0.061 0.786 -2.4 -0.3 -1.0
C 5.275 -0.426 4.629 -0.1 0.0 0.0
C 4.204 -0.295 3.587 0.5 0.0 -0.1
C 4.507 -0.201 2.247 -0.2 -0.1 0.2
C 3.519 -0.271 1.239 -0.5 -0.1 0.6
C 3.956 -0.336 -0.095 -0.7 -1.0 -1.4
N 3.419 -1.105 -1.056 1.3 1.4 1.3
C 2.779 -2.377 -0.796 -1.1 -0.7 0.2
C 1.309 -2.455 -1.189 0.1 0.2 -0.2
C 1.061 -2.462 -2.691 -0.1 -0.5 0.7
N 1.351 -1.211 -3.355 -0.3 0.8 -0.3
C 0.436 -0.398 -3.852 0.2 -0.2 0.2
C -0.942 -0.379 -3.541 0.2 -0.1 1.0
C -1.793 -0.309 -4.659 -0.8 0.0 -0.4
C -3.173 -0.369 -4.535 0.6 0.0 -0.4
C -4.044 -0.539 -5.743 0.0 0.0 0.1
C -3.719 -0.300 -3.274 0.3 0.0 0.5
C -2.931 -0.186 -2.094 0.2 0.0 -0.2
C -3.601 0.034 -0.919 -0.4 0.0 0.0
N -3.161 0.091 0.440 0.9 0.8 0.3
C -4.166 -0.313 2.742 0.5 0.5 -0.1
C -2.963 0.397 3.334 -0.1 -0.3 0.0
C -1.784 -0.552 3.541 -0.8 -0.2 0.5
N -0.599 -0.183 2.800 1.5 0.0 1.4
C 0.492 -0.268 3.493 -1.4 0.0 -0.2
C 1.834 -0.238 3.025 1.2 0.0 -0.2
C 2.864 -0.316 3.963 -0.7 0.1 -0.9
C 2.122 -0.255 1.622 0.0 0.1 -0.1
O 1.199 -0.194 0.751 0.9 -0.3 0.0
C -1.479 -0.317 -2.197 -0.3 0.0 -0.9
O -0.743 -0.244 -1.185 0.6 -0.3 0.5
H 6.260 -0.427 4.169 0.1 0.0 0.1
H 5.147 -1.362 5.174 0.1 0.0 0.1
H 5.223 0.391 5.348 0.1 0.0 0.1
H 5.543 -0.187 1.938 0.1 0.1 0.0
H 4.854 0.206 -0.371 -0.1 0.3 -0.2
H 3.755 -0.954 -1.994 0.3 0.1 0.1
H 2.862 -2.564 0.276 0.1 0.0 -0.1
H 3.347 -3.156 -1.326 0.1 0.2 0.1
H 0.784 -1.606 -0.765 0.1 -0.4 -0.1
H 0.883 -3.364 -0.764 0.0 0.0 0.1
H 0.005 -2.681 -2.869 0.1 0.0 0.0
H 1.667 -3.238 -3.177 -0.1 0.1 0.0
H 2.310 -1.020 -3.610 -0.2 0.0 -0.3
H 0.776 0.268 -4.636 0.1 -0.1 0.0
H -1.345 -0.310 -5.643 0.0 0.0 -0.1
H -3.444 -0.529 -6.650 0.0 0.0 -0.1
H -4.790 0.252 -5.805 -0.1 0.0 -0.1
H -4.571 -1.492 -5.688 0.0 0.0 -0.1
H -4.792 -0.316 -3.155 -0.1 0.0 0.0
H -4.681 0.095 -1.024 0.2 0.0 0.0
H -4.416 -1.187 3.345 -0.1 0.0 -0.1
H -5.023 0.364 2.800 0.0 0.0 -0.1
H -3.259 0.846 4.286 0.2 0.1 -0.1
H -2.663 1.206 2.671 0.0 0.1 0.1
H -2.061 -1.558 3.200 0.0 0.2 0.1
H -1.557 -0.639 4.613 0.1 0.0 -0.2
H 0.404 -0.440 4.570 -0.1 0.0 -0.1
H 2.604 -0.387 5.011 0.0 0.0 0.1
N 6.616 4.014 0.042 0.3 0.1 0.2
C 5.392 3.719 -0.503 -0.2 -0.1 -0.2
C 5.287 2.810 -1.561 0.1 0.0 0.2
C 4.060 2.563 -2.143 0.0 0.0 0.0
C 2.931 3.219 -1.690 -0.5 -0.2 -0.5
C 3.019 4.129 -0.652 0.1 0.2 0.1
C 4.239 4.373 -0.056 0.1 -0.1 0.0
S 1.358 2.827 -2.437 -0.5 -0.3 0.7
O 1.644 1.960 -3.553 0.3 -0.1 0.0
O 0.639 4.049 -2.725 0.5 0.0 -0.2
N 0.608 1.958 -1.292 1.4 -0.2 -1.7
C -0.098 2.572 -0.398 -0.2 1.1 0.2
S -0.459 4.306 -0.455 -0.7 0.0 0.9
C -1.133 4.174 1.145 0.1 -0.3 -0.2
C -1.101 2.900 1.571 -0.2 0.6 0.4
N -0.581 1.976 0.696 0.2 -0.1 -0.2
H 7.376 3.382 -0.143 0.0 0.1 0.1
H 6.628 4.475 0.936 0.1 -0.1 0.0
H 6.177 2.315 -1.926 0.1 0.0 -0.1
H 3.950 1.879 -2.969 0.1 -0.1 -0.1
H 2.137 4.653 -0.324 0.0 0.1 0.1
H 4.317 5.081 0.757 0.0 0.1 0.1
H -1.493 5.038 1.665 -0.1 0.1 0.2
H -1.384 2.579 2.559 -0.1 0.0 0.0
O -3.494 -5.414 2.521 0.0 0.0 0.2
S -3.382 -4.775 1.236 0.0 0.7 0.1
O -3.603 -5.608 0.087 -0.1 0.0 -0.3
N -1.957 -3.977 1.100 0.5 -0.7 -0.1
C -2.155 -2.683 1.045 -2.9 -0.5 0.3
O -1.192 -1.873 0.878 2.3 0.5 0.0
C -3.544 -2.228 1.166 1.0 0.4 -0.4
C -4.047 -0.816 1.261 -0.8 -0.7 1.1
C -5.511 -0.794 0.846 0.0 -0.1 -0.4
C -6.305 -1.886 0.851 0.4 0.1 0.0
C -5.784 -3.183 1.092 0.3 -0.9 0.2
C -4.419 -3.291 1.191 -0.4 -0.4 -0.1
H -3.344 1.045 0.771 0.0 -0.1 -0.2
H -5.951 0.185 0.716 -0.1 0.2 -0.1
H -7.358 -1.777 0.636 -0.1 0.1 0.1
H -6.416 -4.053 1.123 -0.1 -0.1 -0.1
```
Positions in Å, forces in eV/Å.

Properties
Energy above the lowest of the compared OMol25 structures with the same formula, charge and spin: 94.2 kcal per mole
Spin multiplicity: 5
E: -129306.9153 eV
F_max: 2.91 eV/A
LUMO level (spin up / spin down): -2.1010 / -2.1011 eV
Expectation value of S²: 6.075

Atom-resolved charges from Mulliken, all expressed in e: atom 1 (Cr): -0.17, atom 2 (C): -1.71, atom 3 (C): 0.17, atom 4 (C): -0.90, atom 5 (C): 0.47, atom 6 (C): -1.04, atom 7 (N): 0.18, atom 8 (C): -1.60, atom 9 (C): 1.50, atom 10 (C): -1.58, atom 11 (N): 0.17, atom 12 (C): -1.15, atom 13 (C): 0.40, atom 14 (C): -1.04, atom 15 (C): 0.60, atom 16 (C): -1.64, atom 17 (C): -1.79, atom 18 (C): 1.25, atom 19 (C): -1.10, atom 20 (N): 0.68, atom 21 (C): -1.47, atom 22 (C): -0.54, atom 23 (C): -0.72, atom 24 (N): 0.81, atom 25 (C): -0.49, atom 26 (C): 0.46, atom 27 (C): -0.66, atom 28 (C): 0.37, atom 29 (O): 0.23, atom 30 (C): 0.12, atom 31 (O): 1.15, atom 32 (H): 0.38, atom 33 (H): 0.36, atom 34 (H): 0.36, atom 35 (H): 0.44, atom 36 (H): 0.52, atom 37 (H): 0.45, atom 38 (H): 0.45, atom 39 (H): 0.61, atom 40 (H): -0.82, atom 41 (H): 0.66, atom 42 (H): 0.41, atom 43 (H): 0.59, atom 44 (H): 0.42, atom 45 (H): 0.67, atom 46 (H): 0.37, atom 47 (H): 0.37, atom 48 (H): 0.36, atom 49 (H): 0.34, atom 50 (H): 0.51, atom 51 (H): 0.20, atom 52 (H): 0.22, atom 53 (H): 0.65, atom 54 (H): 0.59, atom 55 (H): -0.12, atom 56 (H): 0.48, atom 57 (H): 0.44, atom 58 (H): 0.23, atom 59 (H): 0.54, atom 60 (N): -0.54, atom 61 (C): 1.05, atom 62 (C): -0.87, atom 63 (C): -0.22, atom 64 (C): -0.27, atom 65 (C): -0.43, atom 66 (C): -0.92, atom 67 (S): 1.01, atom 68 (O): -0.68, atom 69 (O): -0.74, atom 70 (N): 0.09, atom 71 (C): -0.09, atom 72 (S): -0.13, atom 73 (C): -0.71, atom 74 (C): -1.15, atom 75 (N): 1.04, atom 76 (H): 0.20, atom 77 (H): 0.20, atom 78 (H): 0.38, atom 79 (H): 0.61, atom 80 (H): 0.39, atom 81 (H): 0.35, atom 82 (H): 0.49, atom 83 (H): 0.51, atom 84 (O): -0.72, atom 85 (S): 1.21, atom 86 (O): -0.71, atom 87 (N): -0.89, atom 88 (C): -0.12, atom 89 (O): -0.49, atom 90 (C): -0.31, atom 91 (C): 2.48, atom 92 (C): -1.45, atom 93 (C): -0.94, atom 94 (C): -1.03, atom 95 (C): 0.06, atom 96 (H): 0.33, atom 97 (H): 0.53, atom 98 (H): 0.44, atom 99 (H): 0.41